The following is a quantum chemistry calculation of 3 unconnected molecules or ions with the total composition C24H54FN3O4P, from the Open Molecules 2025 dataset.

Last column: Mulliken charge in e.
Geometry (Å):
C1 9.0232 -2.5791 -0.6025  -0.677
O1 7.8299 -1.8382 -0.8644  -0.313
C2 7.9489 -0.4780 -0.4204  -0.344
C3 7.3324 0.4933 -1.5015  -0.876
C4 5.7643 0.5999 -1.4519  -0.449
C5 5.2290 1.3198 -0.1462  -0.830
C6 3.8133 0.7965 0.3118  -0.643
C7 2.6117 1.5206 -0.4671  -0.964
C8 1.7288 0.4290 -1.2391  -0.853
C9 0.3151 0.2044 -0.5810  0.200
C10 0.3917 -0.6175 0.7707  -0.035
F1 1.2534 -0.0495 1.7043  -0.257
N1 -0.9629 -0.7072 1.4426  -0.143
C11 -1.8196 -1.3090 0.4871  0.284
N2 -2.4170 -2.4602 0.6671  -0.268
N3 -2.0046 -0.6298 -0.7614  -0.221
C12 -0.6863 -0.6399 -1.4939  -0.341
P1 -1.0364 0.1333 -3.1640  0.940
O2 -2.1816 -0.6761 -3.7752  -0.700
O3 -1.6424 1.7047 -3.0120  -0.561
O4 0.2340 0.0366 -4.2287  -0.550
H1 9.0314 -3.4538 -1.3114  0.232
H2 9.0514 -3.0195 0.4376  0.254
H3 9.9605 -1.9946 -0.7889  0.315
H4 9.0207 -0.1685 -0.2847  0.396
H5 7.4247 -0.3119 0.5684  0.177
H6 7.7154 0.2155 -2.5218  0.329
H7 7.7653 1.5195 -1.2966  0.362
H8 5.3286 -0.4456 -1.4496  0.275
H9 5.3521 1.0928 -2.3740  0.320
H10 5.0949 2.4090 -0.4211  0.384
H11 5.9775 1.2550 0.6830  0.335
H12 3.7240 -0.3222 0.2250  0.425
H13 3.7297 1.0182 1.4142  0.267
H14 1.9827 2.1198 0.2446  0.273
H15 3.1089 2.2032 -1.2030  0.679
H16 1.6013 0.8474 -2.2819  0.219
H17 2.2989 -0.5353 -1.3337  0.379
H18 -0.1298 1.2132 -0.3328  0.345
H19 0.6873 -1.6785 0.5248  0.260
H20 -0.8798 -1.2843 2.2922  0.284
H21 -3.2205 -2.6695 0.0733  0.311
H22 -2.0866 -3.1861 1.3050  0.260
H23 -2.2726 0.3435 -0.5688  0.337
H24 -0.3415 -1.7043 -1.5718  0.382
H25 -2.6064 1.5492 -2.9488  0.308
H26 -0.0765 -0.2479 -5.1057  0.381
C13 0.4542 0.7338 8.9462  -1.204
C14 -0.4540 0.3500 7.7844  -0.422
C15 0.3014 -0.2776 6.6111  -0.528
C16 1.3357 0.6310 5.9413  -0.556
C17 0.7872 1.9513 5.3996  -0.507
C18 -0.2526 1.7645 4.3024  -0.694
H27 1.1900 1.4855 8.6533  0.284
H28 -0.1362 1.1503 9.7648  0.380
H29 0.9883 -0.1407 9.3260  0.297
H30 -1.0137 1.2289 7.4501  0.229
H31 -1.1960 -0.3688 8.1427  0.376
H32 -0.4266 -0.6155 5.8649  0.156
H33 0.8115 -1.1816 6.9618  0.407
H34 1.8014 0.0763 5.1179  0.248
H35 2.1426 0.8481 6.6471  0.339
H36 1.6210 2.5338 4.9962  0.372
H37 0.3615 2.5493 6.2107  0.288
H38 0.1702 1.2085 3.4624  -0.136
H39 -0.5888 2.7350 3.9310  0.418
H40 -1.1313 1.2283 4.6688  0.299
C19 -6.0614 1.5196 -3.3275  -0.821
C20 -6.3343 0.0254 -3.2037  -0.415
C21 -5.6941 -0.7985 -4.3229  -0.173
C22 -6.1965 -0.4835 -5.7340  -0.743
C23 -7.7037 -0.6418 -5.9390  -0.428
C24 -8.1944 -2.0679 -5.7223  -1.169
H41 -6.4751 1.9313 -4.2495  0.306
H42 -6.5152 2.0579 -2.4920  0.390
H43 -4.9850 1.7198 -3.3144  -0.078
H44 -7.4138 -0.1485 -3.1718  0.318
H45 -5.9378 -0.3249 -2.2451  0.297
H46 -5.8487 -1.8609 -4.1092  0.309
H47 -4.6100 -0.6433 -4.2992  0.003
H48 -5.6724 -1.1369 -6.4400  0.387
H49 -5.9097 0.5377 -6.0045  0.336
H50 -7.9481 -0.3393 -6.9615  0.366
H51 -8.2519 0.0392 -5.2799  0.230
H52 -7.6928 -2.7584 -6.4045  0.294
H53 -9.2679 -2.1301 -5.9106  0.382
H54 -8.0191 -2.4051 -4.6987  0.272

Properties
2S+1 ... 1
Calculated total energy ... -50424.6296 eV
Kohn-Sham gap ... 6.7 eV
F_max ... 6.13 eV Å⁻¹
HOMO energy ... -11.34 eV
Total charge ... +1